## A
16
Properties=species:S:1:pos:R:3 method="wB97M-V/def2-TZVPD" orbital_gap_ev=9.5 total_charge=0 lumo_energy_ev=0.345
C 0.813 1.184 -0.509
C -0.510 1.388 0.252
C -0.728 -1.288 -0.689
C 0.458 -1.290 0.277
H 1.415 2.074 -0.422
H 0.603 1.290 -1.615
H -1.019 2.367 0.078
H -0.493 1.329 1.330
H -1.463 -2.190 -0.672
H -0.430 -1.084 -1.731
H 0.216 -0.960 1.300
H 1.035 -2.321 0.488
O 2.605 -0.091 1.120
O -2.492 -0.209 1.146
S 1.801 -0.232 -0.197
S -1.812 0.033 -0.156

***

## B
16
Properties=species:S:1:pos:R:3 method="wB97M-V/def2-TZVPD" orbital_gap_ev=8.8 total_charge=0 smiles="CSC(=S)[C@@H](O)CO" lumo_energy_ev=-0.172
C 0.540 2.578 0.292
S -1.019 1.636 0.003
C -0.756 -0.123 0.076
S -1.845 -1.140 -0.446
C 0.630 -0.707 0.547
O 0.259 -1.980 1.109
C 1.523 -0.584 -0.580
O 2.871 -0.219 -0.375
H 0.467 3.584 -0.236
H 1.466 1.742 -0.011
H 0.710 2.484 1.418
H 1.019 -0.277 1.463
H -0.222 -2.402 0.089
H 1.239 -1.564 -0.980
H 1.199 0.045 -1.420
H 3.290 -0.939 -1.100

***

Stability summary: most stable A, least stable B.

***

## A
117
Properties=species:S:1:pos:R:3 method="wB97M-V/def2-TZVPD" orbital_gap_ev=6.4 total_charge=-2 lumo_energy_ev=3.406
Ga 0.260 0.446 0.467
C -5.479 -0.233 -5.169
C -5.903 -0.102 -3.708
C -7.111 -0.962 -3.353
C -6.766 -2.439 -3.480
C -5.513 -2.757 -2.707
C -5.258 -4.041 -2.268
C -4.090 -4.322 -1.575
F -3.884 -5.604 -1.184
C -3.165 -3.356 -1.284
C -3.406 -2.052 -1.713
C -2.374 -1.011 -1.423
O -1.285 -1.333 -0.980
C -2.776 0.345 -1.767
C -3.918 0.538 -2.463
N -4.795 -0.436 -2.822
C -4.574 -1.749 -2.422
C -1.985 1.580 -1.405
O -2.276 2.645 -1.955
O -1.116 1.443 -0.497
H -6.317 -0.016 -5.834
H -5.113 -1.237 -5.382
H -4.672 0.465 -5.386
H -6.145 0.945 -3.510
H -7.946 -0.699 -4.006
H -7.405 -0.740 -2.324
H -6.622 -2.690 -4.536
H -7.589 -3.060 -3.122
H -5.966 -4.838 -2.458
H -2.255 -3.565 -0.738
H -4.171 1.547 -2.766
C 1.972 -4.038 0.416
C 0.932 -3.676 1.260
C 0.473 -2.367 1.271
C 1.029 -1.385 0.451
C 2.075 -1.767 -0.388
C 2.542 -3.077 -0.405
H 2.336 -5.061 0.400
H 0.476 -4.416 1.911
H -0.345 -2.094 1.921
H 2.523 -1.040 -1.049
H 3.358 -3.347 -1.068
C -3.956 1.567 4.616
C -2.794 1.679 3.627
C -3.244 2.430 2.369
C -1.671 2.483 4.297
Si -2.027 0.002 3.105
O -1.069 0.197 1.870
C -3.395 -1.293 2.771
C -4.678 -0.986 2.314
C -5.633 -1.970 2.090
C -5.320 -3.303 2.308
C -4.045 -3.640 2.736
C -3.104 -2.647 2.966
C -1.119 -0.663 4.624
C 0.272 -0.569 4.677
C 0.980 -0.946 5.811
C 0.300 -1.433 6.918
C -1.084 -1.553 6.881
C -1.782 -1.172 5.743
H -4.315 2.570 4.883
H -3.643 1.074 5.539
H -4.799 1.009 4.210
H -3.546 3.454 2.623
H -4.094 1.947 1.884
H -2.442 2.476 1.633
H -2.006 3.511 4.489
H -0.779 2.537 3.670
H -1.380 2.038 5.250
H -4.946 0.044 2.122
H -6.622 -1.695 1.738
H -6.059 -4.076 2.130
H -3.783 -4.680 2.893
H -2.120 -2.929 3.321
H 0.815 -0.206 3.813
H 2.059 -0.849 5.818
H 0.846 -1.727 7.807
H -1.618 -1.946 7.740
H -2.861 -1.286 5.721
N 7.283 4.162 -0.836
C 6.521 3.464 0.116
C 6.567 3.816 1.461
C 5.808 3.118 2.389
C 5.015 2.060 1.978
C 4.979 1.689 0.641
C 5.731 2.387 -0.283
S 3.990 1.197 3.140
O 4.521 -0.129 3.306
O 3.919 2.046 4.316
N 2.610 1.091 2.374
C 1.916 2.181 2.151
S 2.236 3.785 2.793
C 0.851 4.394 1.948
C 0.238 3.399 1.280
N 0.833 2.172 1.385
H 7.452 5.127 -0.592
H 6.917 4.079 -1.772
H 7.181 4.652 1.775
H 5.798 3.402 3.432
H 4.339 0.875 0.326
H 5.692 2.113 -1.328
H 0.569 5.429 2.011
H -0.644 3.484 0.666
Br 4.790 2.669 -3.820
C 3.282 3.573 -3.075
C 3.252 4.946 -3.278
C 2.167 5.685 -2.834
C 1.114 5.041 -2.202
C 1.176 3.675 -1.988
C 2.268 2.912 -2.402
C 2.256 1.412 -2.087
O 2.968 0.675 -2.766
O 1.496 1.081 -1.129
H 4.073 5.424 -3.796
H 2.150 6.757 -2.990
H 0.247 5.595 -1.865
H 0.364 3.161 -1.497

***

## B
117
Properties=species:S:1:pos:R:3 method="wB97M-V/def2-TZVPD" orbital_gap_ev=5.9 total_charge=-2 lumo_energy_ev=3.625
Ga 0.012 -1.581 0.359
C 6.198 3.354 -1.117
C 6.342 2.282 -0.037
C 7.662 1.527 -0.140
C 7.652 0.596 -1.350
C 6.522 -0.387 -1.191
C 6.607 -1.684 -1.654
C 5.544 -2.557 -1.466
F 5.675 -3.816 -1.932
C 4.406 -2.183 -0.805
C 4.306 -0.874 -0.328
C 3.105 -0.459 0.436
O 2.405 -1.304 0.977
C 2.908 0.984 0.496
C 3.980 1.778 0.298
N 5.221 1.337 -0.072
C 5.357 0.027 -0.526
C 1.561 1.702 0.688
O 1.624 2.949 0.672
O 0.520 0.998 0.780
H 7.070 4.014 -1.112
H 5.309 3.961 -0.940
H 6.099 2.904 -2.106
H 6.309 2.779 0.935
H 7.798 0.921 0.761
H 8.483 2.245 -0.192
H 8.600 0.066 -1.447
H 7.513 1.185 -2.263
H 7.489 -2.023 -2.186
H 3.588 -2.878 -0.644
H 3.851 2.846 0.428
C -5.320 -2.083 1.342
C -4.305 -2.643 2.107
C -3.165 -1.918 2.404
C -3.030 -0.615 1.943
C -4.031 -0.054 1.159
C -5.171 -0.791 0.863
H -6.191 -2.668 1.075
H -4.392 -3.666 2.453
H -2.348 -2.359 2.962
H -3.904 0.939 0.750
H -5.933 -0.351 0.230
C -2.731 2.994 5.166
C -2.772 1.613 4.494
C -2.087 0.604 5.429
C -4.244 1.171 4.373
Si -1.782 1.624 2.812
O -1.874 0.052 2.271
C -0.099 2.204 3.399
C 0.870 1.338 3.913
C 2.032 1.826 4.493
C 2.254 3.197 4.564
C 1.315 4.070 4.033
C 0.154 3.574 3.453
C -2.456 2.924 1.620
C -3.658 3.612 1.815
C -4.106 4.562 0.906
C -3.351 4.851 -0.224
C -2.152 4.184 -0.433
C -1.710 3.228 0.474
H -3.277 2.961 6.120
H -3.186 3.769 4.541
H -1.703 3.300 5.374
H -2.623 0.562 6.386
H -1.052 0.883 5.634
H -2.089 -0.400 4.993
H -4.719 1.221 5.363
H -4.326 0.146 4.014
H -4.823 1.800 3.693
H 0.726 0.265 3.819
H 2.769 1.135 4.889
H 3.165 3.579 5.011
H 1.492 5.140 4.060
H -0.564 4.268 3.027
H -4.268 3.399 2.685
H -5.046 5.074 1.081
H -3.699 5.591 -0.936
H -1.550 4.410 -1.306
H -0.769 2.713 0.308
N -2.775 -5.504 -6.385
C -1.969 -5.475 -5.229
C -2.152 -4.483 -4.269
C -1.346 -4.443 -3.146
C -0.359 -5.398 -2.966
C -0.197 -6.419 -3.893
C -1.005 -6.462 -5.017
S 0.812 -5.235 -1.631
O 0.296 -5.941 -0.488
O 2.074 -5.722 -2.165
N 0.855 -3.677 -1.307
C 1.307 -2.795 -2.223
S 2.125 -3.187 -3.775
C 2.260 -1.495 -4.116
C 1.744 -0.778 -3.098
N 1.212 -1.487 -2.050
H -3.183 -4.611 -6.607
H -2.319 -5.916 -7.182
H -2.925 -3.733 -4.409
H -1.464 -3.669 -2.399
H 0.583 -7.153 -3.734
H -0.885 -7.252 -5.752
H 2.724 -1.142 -5.025
H 1.717 0.304 -3.048
Br -5.756 -1.543 -3.363
C -4.348 -0.340 -2.906
C -4.449 0.910 -3.511
C -3.492 1.882 -3.268
C -2.433 1.601 -2.419
C -2.341 0.353 -1.827
C -3.287 -0.652 -2.048
C -3.065 -2.000 -1.311
O -3.931 -2.870 -1.386
O -1.962 -2.051 -0.681
H -5.282 1.112 -4.172
H -3.580 2.852 -3.744
H -1.676 2.349 -2.215
H -1.520 0.125 -1.160

***

Stability summary: most stable A, least stable B.

***

## A
12
Properties=species:S:1:pos:R:3 method="wB97M-V/def2-TZVPD" orbital_gap_ev=9.3 total_charge=0 smiles=CSS.C lumo_energy_ev=0.669
C -0.675 -1.260 1.105
S 0.378 0.195 1.408
S 1.831 0.037 -0.007
H -1.177 -1.112 0.159
H -0.150 -2.209 1.192
H -1.315 -1.247 1.987
H 1.694 1.252 -0.603
C -3.021 0.704 -3.073
H -3.546 -0.154 -2.663
H -1.963 0.637 -2.820
H -3.035 0.777 -4.158
H -3.494 1.585 -2.644

***

## B
12
Properties=species:S:1:pos:R:3 method="wB97M-V/def2-TZVPD" orbital_gap_ev=9.6 total_charge=0 smiles=CS.CS lumo_energy_ev=0.907
C -0.163 -1.575 2.713
S 0.748 -0.664 1.438
H -0.552 -2.468 2.234
H 0.457 -1.833 3.550
H -1.101 -1.061 2.920
H 0.371 0.566 1.800
C 0.386 1.771 -1.703
S -0.887 0.501 -2.097
H 0.329 2.563 -2.435
H 0.148 2.222 -0.742
H 1.358 1.299 -1.767
H -0.014 -0.268 -2.754

***

Stability summary: most stable A, least stable B.

***

## A
48
Properties=species:S:1:pos:R:3 method="wB97M-V/def2-TZVPD" orbital_gap_ev=8.6 total_charge=0 smiles="CC(C)[C@H]1Nc2ccc(C(=O)NC3CCCCC3)cc2NC1=O" lumo_energy_ev=0.621
C 4.962 3.952 1.993
C 5.113 2.500 1.537
C 6.005 1.747 2.523
C 3.755 1.777 1.412
N 2.738 2.627 0.827
C 1.548 2.085 0.415
C 0.375 2.829 0.312
C -0.780 2.245 -0.167
C -0.806 0.903 -0.538
C -2.091 0.346 -1.042
O -2.932 1.040 -1.583
N -2.257 -0.985 -0.848
C -3.448 -1.699 -1.256
C -4.230 -2.203 -0.040
C -5.489 -2.938 -0.488
C -5.132 -4.102 -1.406
C -4.348 -3.604 -2.616
C -3.086 -2.870 -2.171
C 0.371 0.159 -0.464
C 1.533 0.746 -0.003
N 2.745 0.052 0.020
C 3.897 0.500 0.573
O 4.934 -0.112 0.440
H 4.367 4.013 2.903
H 4.509 4.572 1.223
H 5.945 4.363 2.208
H 5.591 2.488 0.553
H 5.570 1.767 3.521
H 6.987 2.212 2.567
H 6.128 0.716 2.210
H 3.448 1.445 2.426
H 2.669 3.545 1.240
H 0.382 3.869 0.604
H -1.689 2.818 -0.258
H -1.579 -1.498 -0.308
H -4.055 -0.972 -1.806
H -4.493 -1.357 0.598
H -3.597 -2.881 0.540
H -6.140 -2.242 -1.021
H -6.033 -3.304 0.386
H -4.528 -4.828 -0.855
H -6.042 -4.607 -1.736
H -4.973 -2.923 -3.198
H -4.078 -4.444 -3.259
H -2.540 -2.498 -3.040
H -2.433 -3.561 -1.630
H 0.407 -0.866 -0.807
H 2.801 -0.822 -0.488

***

## B
48
Properties=species:S:1:pos:R:3 method="wB97M-V/def2-TZVPD" orbital_gap_ev=8.5 total_charge=0 smiles="CCCCN(C)CCNC(=O)C(=O)c1c(C)[nH]c2ccccc12" lumo_energy_ev=0.404
C -1.603 -0.895 4.348
C -0.718 -0.396 3.212
C 0.776 -0.524 3.511
C 1.271 -1.971 3.477
N 1.174 -2.547 2.143
C 1.002 -3.984 2.181
C 2.287 -2.159 1.292
C 1.893 -2.177 -0.190
N 0.738 -1.352 -0.422
C 0.783 -0.167 -1.054
O 1.769 0.287 -1.604
C -0.572 0.543 -0.968
O -1.319 0.228 -0.046
C -0.898 1.575 -1.918
C -1.892 2.521 -1.672
C -2.764 2.679 -0.486
N -1.970 3.371 -2.720
C -1.069 3.004 -3.692
C -0.842 3.571 -4.936
C 0.111 2.977 -5.738
C 0.805 1.848 -5.305
C 0.579 1.285 -4.066
C -0.364 1.872 -3.226
H -1.376 -0.367 5.272
H -2.650 -0.729 4.107
H -1.462 -1.959 4.519
H -0.946 0.656 3.026
H -0.946 -0.945 2.300
H 1.330 0.067 2.780
H 0.988 -0.110 4.500
H 0.653 -2.568 4.149
H 2.306 -2.016 3.858
H 0.100 -4.223 2.742
H 1.855 -4.504 2.646
H 0.880 -4.365 1.168
H 2.577 -1.139 1.547
H 3.165 -2.812 1.440
H 2.710 -1.774 -0.793
H 1.676 -3.197 -0.521
H -0.077 -1.532 0.153
H -3.083 3.714 -0.371
H -2.240 2.347 0.408
H -3.647 2.048 -0.587
H -2.592 4.161 -2.778
H -1.395 4.439 -5.263
H 0.319 3.388 -6.715
H 1.540 1.404 -5.960
H 1.140 0.423 -3.748

***

## C
48
Properties=species:S:1:pos:R:3 method="wB97M-V/def2-TZVPD" orbital_gap_ev=9.2 total_charge=0 smiles="CCOCCCNC(=O)c1ccc2c(c1)ncn2C1CCCC1" lumo_energy_ev=0.643
C -6.062 -2.490 1.158
C -7.109 -1.805 0.280
O -6.954 -0.401 0.205
C -6.337 0.110 -0.951
C -4.816 -0.068 -1.004
C -4.144 0.608 0.194
N -2.720 0.376 0.220
C -1.817 1.336 -0.102
O -2.140 2.476 -0.372
C -0.394 0.887 -0.064
C -0.018 -0.391 -0.504
C 1.297 -0.806 -0.494
C 2.245 0.087 -0.016
C 1.880 1.385 0.423
C 0.554 1.792 0.386
N 3.006 2.056 0.830
C 3.982 1.225 0.648
N 3.605 0.014 0.145
C 4.471 -1.091 -0.179
C 5.397 -1.475 0.997
C 6.811 -1.105 0.548
C 6.769 -1.327 -0.961
C 5.410 -0.756 -1.358
H -5.071 -2.438 0.715
H -6.034 -2.009 2.132
H -6.329 -3.535 1.290
H -7.107 -2.243 -0.727
H -8.098 -1.969 0.723
H -6.786 -0.341 -1.849
H -6.573 1.177 -0.941
H -4.447 0.378 -1.929
H -4.566 -1.131 -1.020
H -4.284 1.689 0.133
H -4.596 0.242 1.120
H -2.397 -0.549 0.451
H -0.768 -1.061 -0.899
H 1.569 -1.788 -0.853
H 0.260 2.780 0.699
H 5.006 1.454 0.875
H 3.820 -1.931 -0.434
H 5.335 -2.549 1.175
H 5.103 -0.965 1.914
H 7.019 -0.056 0.762
H 7.571 -1.710 1.041
H 6.806 -2.395 -1.180
H 7.590 -0.839 -1.483
H 5.478 0.328 -1.463
H 5.043 -1.163 -2.299

***

Stability summary: most stable A, least stable C.

***

## A
18
Properties=species:S:1:pos:R:3 method="wB97M-V/def2-TZVPD" orbital_gap_ev="8.0 / 7.4" total_charge=+1 lumo_energy_ev="-5.155 / -5.606"
C 0.177 1.361 0.608
C -0.322 1.229 1.960
C -1.191 -0.810 1.448
C -1.319 -2.252 1.433
C 1.532 0.882 -2.169
C 0.348 0.178 -1.612
N 0.069 0.448 -0.221
O -0.872 0.076 2.175
H 0.493 2.464 0.372
H -0.212 1.975 2.697
H -0.275 -2.729 1.407
H -1.944 -2.750 2.232
H -1.761 -2.657 0.447
H 2.503 0.479 -1.592
H 1.446 1.963 -2.133
H 1.501 0.702 -3.292
H 0.499 -0.978 -1.673
H -0.675 0.421 -2.088

***

## B
18
Properties=species:S:1:pos:R:3 method="wB97M-V/def2-TZVPD" orbital_gap_ev=9.1 total_charge=+1 smiles="C=C/C=[N+](/C)C(C)=O" lumo_energy_ev=-5.823
C -3.089 0.590 0.172
C -1.733 0.423 0.392
C -0.666 -0.628 0.253
N 0.696 -0.667 0.296
C 1.353 -1.919 0.207
C 1.579 0.632 0.257
C 1.164 1.546 -0.845
O 2.433 0.693 1.046
H -3.675 -0.253 -0.374
H -3.443 1.643 0.268
H -1.162 1.290 0.602
H -1.101 -1.587 0.409
H 2.347 -1.876 0.399
H 1.003 -2.566 1.065
H 1.102 -2.333 -0.768
H 0.649 2.319 -0.320
H 2.040 1.785 -1.464
H 0.504 0.907 -1.597

***

Stability summary: most stable B, least stable A.